# C3H12NO4

A cluster of 3 separate species, C3H12NO4 in total (ωB97M-V/def2-TZVPD, the OMol25 dataset).

The geometry in ORCA input format:
```
! wB97M-V def2-TZVPD RIJCOSX def2/J DEFGRID3
* xyz 2 2
O -1.348 1.517 -0.912
C -1.092 0.657 -1.845
C -0.060 -0.419 -1.296
N 0.321 -0.127 0.154
C 1.673 -0.776 0.356
O -1.672 0.389 -2.872
H -2.043 2.167 -1.152
H 0.819 -0.507 -2.032
H -0.432 -1.433 -1.360
H 0.552 0.870 0.218
H -0.359 -0.440 0.880
H 1.892 -1.859 0.198
H 1.995 -0.741 1.429
H 2.457 -0.112 -0.018
H -0.509 -2.458 2.348
H -1.409 -3.014 1.174
O -1.141 -2.237 1.661
H -0.260 2.781 1.767
H 0.156 2.857 0.157
O 0.458 2.888 1.146
*
```

Results
LUMO energy (alpha / beta): -9.7 / -14.8 eV
Molecular weight: 126.1 g/mol
ΔE to the lowest compared entry with this formula, charge and spin: 101.78 kJ/mol
Expectation value of S²: 0.76